1.
The following is a DFT calculation (wB97M-V/def2-TZVPD) of a structure of composition C43H45AsCoN6OPSSe.

The calculation puts the HOMO energy (spin up / spin down) at -9.52 / -9.58 eV. Its net charge is +1. As for the multiplicity: 2. The LUMO energy (spin up / spin down) comes out at -2.56 / -2.68 eV. As for the gap between HOMO and LUMO (spin up / spin down): 7.0 / 6.9 eV. The energy is -8828.822309 Eh. The relative energy (zero: lowest compared OMol25 entry of this formula, charge and spin) is 0.000 eV.

XYZ file:
```
100
Properties=species:S:1:pos:R:3:lowdin_spin:R:1
Co -0.421 0.064 0.198 0.8858
C 0.352 -0.920 4.185 0.0014
C 0.038 -0.276 2.880 0.0123
N 0.035 -0.883 1.747 -0.0100
N 0.351 -2.202 1.608 -0.0033
C 0.318 -2.494 0.321 0.0017
O 0.020 -1.660 -0.614 0.0008
C 0.670 -3.886 -0.056 -0.0003
C 0.080 -4.490 -1.161 0.0004
C 0.432 -5.779 -1.525 -0.0001
C 1.395 -6.467 -0.796 0.0005
C 1.989 -5.867 0.305 -0.0001
C 1.621 -4.584 0.683 0.0003
C -0.300 1.148 2.751 0.0024
C -0.413 2.010 3.828 0.0023
C -0.714 3.344 3.598 0.0019
C -0.902 3.780 2.299 0.0020
C -0.792 2.858 1.271 0.0016
N -0.496 1.579 1.484 0.0015
H 0.578 -1.971 4.032 0.0000
H -0.501 -0.830 4.862 0.0008
H 1.207 -0.431 4.656 0.0004
H -0.664 -3.949 -1.729 0.0000
H -0.046 -6.253 -2.373 0.0000
H 1.676 -7.472 -1.082 0.0000
H 2.736 -6.403 0.876 0.0000
H 2.068 -4.110 1.545 0.0000
H -0.261 1.642 4.833 0.0002
H -0.800 4.033 4.427 0.0001
H -1.132 4.811 2.075 0.0001
H -0.948 3.153 0.242 -0.0001
N -0.657 1.100 -1.490 -0.0005
C -1.955 1.692 -1.753 -0.0003
C -2.080 2.675 -2.725 -0.0003
C -3.320 3.233 -2.987 -0.0001
C -4.443 2.803 -2.289 0.0001
C -4.315 1.826 -1.317 0.0009
C -3.069 1.272 -1.025 0.0022
P -2.792 -0.010 0.242 0.0397
C -3.882 -1.376 -0.236 0.0100
C -5.231 -1.422 0.110 0.0037
C -6.026 -2.464 -0.340 0.0004
C -5.477 -3.464 -1.134 0.0013
C -4.134 -3.426 -1.475 -0.0002
C -3.334 -2.385 -1.024 0.0020
C -3.522 0.599 1.788 0.0048
C -3.539 -0.302 2.857 0.0033
C -3.978 0.101 4.106 -0.0003
C -4.389 1.414 4.310 0.0035
C -4.360 2.316 3.259 -0.0002
C -3.926 1.913 2.001 0.0039
H 0.080 1.813 -1.501 0.0013
H -0.373 0.459 -2.237 0.0005
H -1.203 2.992 -3.278 0.0000
H -3.415 4.000 -3.744 0.0000
H -5.413 3.230 -2.506 0.0000
H -5.189 1.486 -0.774 0.0002
H -5.655 -0.654 0.746 0.0003
H -7.072 -2.500 -0.069 0.0001
H -6.100 -4.278 -1.482 0.0001
H -3.707 -4.215 -2.081 -0.0001
H -2.279 -2.342 -1.265 0.0002
H -3.217 -1.327 2.703 0.0003
H -4.001 -0.608 4.923 -0.0001
H -4.733 1.728 5.286 0.0003
H -4.681 3.338 3.411 -0.0001
H -3.907 2.628 1.189 0.0003
C 2.970 -3.057 -2.785 0.0000
As 1.990 -1.941 -4.013 0.0000
C 0.238 -2.719 -4.229 0.0000
C 2.870 -2.155 -5.715 0.0000
S 1.839 0.057 -3.419 0.0000
H 3.002 -4.078 -3.163 0.0000
H 2.473 -3.036 -1.818 0.0000
H 3.980 -2.664 -2.687 0.0000
H 0.305 -3.797 -4.362 0.0000
H -0.243 -2.264 -5.093 0.0000
H -0.323 -2.480 -3.328 0.0000
H 2.869 -3.205 -6.006 0.0000
H 3.893 -1.796 -5.630 0.0000
H 2.342 -1.560 -6.457 0.0000
C 4.916 4.320 0.574 0.0003
N 4.884 3.343 -0.494 0.0011
C 3.853 2.517 -0.793 0.0030
Se 2.231 2.403 0.076 0.0146
N 4.232 1.775 -1.850 0.0006
C 5.511 2.121 -2.255 0.0000
C 6.323 1.663 -3.278 0.0001
C 7.574 2.249 -3.397 0.0001
C 7.994 3.256 -2.523 0.0001
C 7.177 3.713 -1.500 0.0001
C 5.929 3.124 -1.386 0.0001
H 4.037 4.174 1.196 0.0003
H 4.907 5.329 0.161 0.0000
H 5.816 4.180 1.171 0.0000
H 3.618 1.083 -2.279 0.0001
H 5.993 0.890 -3.957 0.0000
H 8.239 1.923 -4.184 0.0000
H 8.977 3.688 -2.650 0.0000
H 7.501 4.496 -0.828 0.0000
```


2.
The following is a DFT calculation (wB97M-V/def2-TZVPD) of a structure of composition C43H46As2AuN2PS3.

The calculation puts the HOMO energy at -12.34 eV. Its net charge is +2. As for the multiplicity: 1. The LUMO energy comes out at -5.21 eV. As for the gap between HOMO and LUMO: 7.1 eV. The energy is -7918.434990 Eh.

XYZ file:
```
98
Properties=species:S:1:pos:R:3:lowdin_charge:R:1
Au 0.356 0.839 -0.824 0.1824
C 1.069 -0.641 3.031 -0.3638
C 2.230 -0.197 2.160 -0.3942
As 2.046 -0.502 0.230 1.1737
C 1.810 -2.411 0.183 -0.4045
C 0.751 -2.942 -0.543 -0.1332
C 0.545 -4.314 -0.567 -0.0650
C 1.397 -5.153 0.136 -0.0574
C 2.460 -4.626 0.858 -0.0584
C 2.670 -3.256 0.881 -0.1079
C 3.845 -0.175 -0.358 -0.3931
C 4.429 1.061 -0.094 -0.1290
C 5.705 1.333 -0.558 -0.0653
C 6.394 0.378 -1.294 -0.0595
C 5.806 -0.847 -1.569 -0.0608
C 4.529 -1.128 -1.104 -0.0958
As -0.607 0.337 2.860 1.1373
C -0.226 2.178 2.516 -0.3722
C 0.883 2.669 3.204 -0.1058
C 1.192 4.018 3.127 -0.0418
C 0.392 4.871 2.379 -0.0383
C -0.725 4.378 1.717 -0.0487
C -1.042 3.031 1.786 -0.1182
C -1.536 0.257 4.513 -0.3832
C -1.698 -0.977 5.140 -0.0999
C -2.391 -1.039 6.337 -0.0510
C -2.923 0.118 6.892 -0.0428
C -2.764 1.343 6.257 -0.0520
C -2.069 1.420 5.060 -0.0866
H 1.323 -0.518 4.088 0.0947
H 0.822 -1.696 2.885 0.0754
H 3.116 -0.742 2.490 0.0886
H 2.444 0.864 2.289 0.0457
H 0.102 -2.272 -1.096 0.0593
H -0.273 -4.732 -1.140 0.1075
H 1.240 -6.224 0.115 0.1150
H 3.131 -5.283 1.395 0.1151
H 3.517 -2.851 1.424 0.1102
H 3.884 1.822 0.456 0.0978
H 6.162 2.292 -0.350 0.1127
H 7.390 0.593 -1.657 0.1139
H 6.340 -1.589 -2.148 0.1138
H 4.073 -2.087 -1.318 0.1017
H 1.502 2.020 3.815 0.1095
H 2.053 4.402 3.657 0.1209
H 0.635 5.923 2.319 0.1204
H -1.359 5.046 1.149 0.1162
H -1.914 2.659 1.273 0.0431
H -1.289 -1.882 4.705 0.1087
H -2.516 -1.990 6.838 0.1191
H -3.463 0.064 7.828 0.1196
H -3.177 2.242 6.695 0.1181
H -1.937 2.375 4.566 0.1063
S -1.823 -0.949 1.459 0.4533
P -2.993 0.216 0.112 0.3142
S -1.981 1.339 -1.181 0.2992
C -4.159 1.173 1.102 -0.4241
C -4.635 2.380 0.591 -0.1026
C -5.567 3.110 1.313 -0.0489
C -6.016 2.639 2.540 -0.0433
C -5.545 1.434 3.044 -0.0529
C -4.620 0.693 2.327 -0.1009
C -3.852 -1.170 -0.634 -0.4138
C -3.115 -2.165 -1.279 -0.1057
C -3.780 -3.208 -1.898 -0.0510
C -5.169 -3.251 -1.888 -0.0426
C -5.900 -2.253 -1.259 -0.0474
C -5.245 -1.208 -0.625 -0.0610
H -4.275 2.745 -0.362 0.0826
H -5.941 4.044 0.916 0.1170
H -6.742 3.212 3.102 0.1186
H -5.903 1.067 3.997 0.1169
H -4.259 -0.250 2.721 0.0912
H -2.033 -2.114 -1.304 0.0739
H -3.217 -3.985 -2.398 0.1144
H -5.685 -4.066 -2.377 0.1189
H -6.981 -2.287 -1.259 0.1183
H -5.814 -0.433 -0.127 0.1095
C -0.415 2.996 -6.781 -0.0701
C 0.368 3.862 -5.805 -0.2118
N 0.875 3.111 -4.653 0.0185
C 0.555 3.184 -3.364 -0.7989
S 1.690 2.541 -2.234 0.5636
N -0.556 3.772 -2.905 -0.0064
C -1.814 4.093 -3.580 -0.2384
C -2.079 5.589 -3.659 -0.0668
H -0.742 3.597 -7.629 0.0861
H -1.292 2.544 -6.318 0.0673
H 0.211 2.189 -7.164 0.0814
H -0.212 4.710 -5.452 0.0933
H 1.238 4.279 -6.313 0.1282
H 1.720 2.585 -4.811 0.1196
H -0.557 3.863 -1.902 0.0875
H -2.613 3.605 -3.017 0.0868
H -1.816 3.633 -4.562 0.0931
H -2.143 6.022 -2.660 0.0765
H -3.023 5.777 -4.170 0.0858
H -1.286 6.109 -4.195 0.0726
```


3.
The following is a DFT calculation (wB97M-V/def2-TZVPD) of a structure of composition C43H46Br2Cl2N4OSSn in a non-equilibrium geometry.

The calculation puts the HOMO energy at -12.88 eV. Its net charge is +2. As for the multiplicity: 1. The LUMO energy comes out at -5.78 eV. As for the gap between HOMO and LUMO: 7.1 eV. The energy is -8640.890040 Eh. The relative energy (zero: lowest compared OMol25 entry of this formula, charge and spin) is 0.493 eV.

XYZ file:
```
100
Properties=species:S:1:pos:R:3:lowdin_charge:R:1
Sn -0.704 0.570 0.780 1.1283
Cl -2.905 0.250 4.499 0.7420
C -1.365 -0.399 4.908 -0.6629
C -1.395 -1.487 5.752 -0.1221
C -0.237 -2.022 6.240 -0.0688
C 0.944 -1.412 5.928 -0.0877
C 0.975 -0.375 4.979 -0.6747
Cl 2.476 0.352 4.581 0.7412
C -0.172 0.113 4.344 -0.6300
S -0.201 1.430 3.103 0.6312
H -2.318 -1.869 6.128 0.1083
H -0.341 -2.824 6.995 0.1368
H 1.885 -1.651 6.389 0.1100
C 6.506 -0.044 -0.682 -0.0245
C 5.479 0.617 -1.650 -0.5466
C 5.658 -0.107 -2.996 -0.0727
C 5.785 2.079 -1.982 -0.0375
C 4.075 0.604 -1.089 -0.1198
C 3.782 1.139 0.185 0.0392
C 2.512 1.101 0.677 -0.1470
N 1.462 0.639 -0.021 0.0044
C 1.648 0.193 -1.270 -0.1688
C 2.965 0.175 -1.801 0.0888
C 0.499 -0.368 -1.923 -0.1934
C 0.657 -0.848 -3.195 0.0534
C -0.401 -1.437 -3.834 -0.0960
C -1.669 -1.391 -3.128 0.0737
C -1.703 -0.866 -1.820 -0.0752
N -0.619 -0.435 -1.199 0.0187
C -0.141 -1.950 -5.254 -0.5568
C 1.234 -2.545 -5.462 -0.0449
C -0.403 -0.741 -6.202 -0.0037
C -1.116 -3.048 -5.613 -0.0608
H 7.529 0.214 -1.037 0.1055
H 6.431 -1.132 -0.711 0.0870
H 6.481 0.294 0.363 0.0809
H 6.724 0.053 -3.335 0.1117
H 5.095 0.312 -3.824 0.0820
H 5.486 -1.214 -2.900 0.1060
H 6.595 2.080 -2.686 0.0794
H 6.084 2.687 -1.126 0.0958
H 4.971 2.584 -2.535 0.1065
H 4.573 1.546 0.814 0.1368
H 2.300 1.493 1.660 0.0818
H 3.102 -0.387 -2.745 0.1176
H 1.566 -0.747 -3.772 0.1164
H -2.531 -1.853 -3.630 0.1211
H -2.704 -1.002 -1.300 0.1473
H 2.076 -1.864 -5.453 0.0794
H 1.232 -3.008 -6.420 0.0904
H 1.472 -3.215 -4.647 0.0991
H 0.392 -0.041 -6.111 0.0761
H -1.373 -0.297 -6.012 0.0936
H -0.359 -1.100 -7.222 0.0952
H -0.992 -3.910 -4.852 0.1290
H -1.068 -3.491 -6.611 0.1019
H -2.133 -2.753 -5.401 0.0633
C 1.924 -1.728 1.970 -0.0245
C 0.529 -2.214 2.071 -0.2750
C 0.394 -3.467 2.617 0.0042
C -0.811 -4.124 2.650 0.0282
C -1.932 -3.398 2.193 -0.1654
C -3.271 -3.963 2.291 -0.5685
Br -3.511 -5.786 2.789 0.8333
C -4.367 -3.149 1.966 -0.1064
C -4.098 -1.773 1.661 -0.6132
Br -5.562 -0.646 1.423 0.9080
C -2.860 -1.302 1.370 -0.4052
O -2.662 -0.038 0.940 -0.3024
C -1.703 -2.102 1.731 -0.1575
N -0.507 -1.499 1.581 0.0637
H 2.527 -2.334 2.640 0.0975
H 1.979 -0.722 2.429 0.0108
H 2.326 -1.645 0.962 0.0943
H 1.224 -4.069 3.009 0.1423
H -1.033 -5.085 3.077 0.0740
H -5.356 -3.483 1.967 0.0855
C -5.674 2.933 1.393 -0.0242
N -4.208 2.609 1.464 -0.1415
C -3.649 3.481 2.565 0.0137
C -3.585 2.770 0.038 -0.0763
C -2.272 3.382 0.087 -0.2906
C -2.339 4.767 -0.006 -0.0330
C -1.164 5.554 0.202 -0.0183
C 0.036 4.904 0.455 -0.0454
C 0.124 3.514 0.410 -0.1331
C -1.008 2.732 0.192 -0.1736
H -6.033 2.433 2.305 0.0996
H -6.132 2.454 0.547 0.0925
H -5.883 3.969 1.522 0.1027
H -4.095 1.635 1.771 0.0793
H -3.623 4.498 2.278 0.0859
H -2.678 3.090 2.817 0.0613
H -4.337 3.424 3.451 0.1282
H -4.295 3.464 -0.513 0.1511
H -3.651 1.768 -0.325 0.1062
H -3.293 5.269 -0.270 0.1327
H -1.274 6.619 0.195 0.1086
H 0.899 5.438 0.719 0.1007
H 1.104 3.128 0.496 0.0637
```